(1)
Entry from the Open Molecules 2025 dataset: a 12-piece molecular cluster, C5H33NO12 overall at a distorted geometry (ωB97M-V with the def2-TZVPD basis set).

Each atom is followed by the atoms it is bonded to, with distances in Å.
Geometry (Å):
1 C 1.739 0.406 -0.834  C2 1.524, H8 1.114, H9 1.086, H10 1.088
2 C 1.112 0.180 0.536  C1 1.524, C3 1.579, H11 1.081, H12 1.113
3 C -0.012 1.265 0.773  C2 1.579, C4 1.554, N5 1.431, H13 1.091
4 C -0.214 1.299 2.313  C3 1.554, H14 1.097, H15 1.101, H16 1.075
5 N 0.405 2.523 0.236  C3 1.431, C6 1.361, H17 0.998
6 C -0.464 3.570 0.227  N5 1.361, O7 1.211, H18 1.105
7 O -1.645 3.665 0.480  C6 1.211
8 H 2.599 1.112 -0.775  C1 1.114
9 H 2.257 -0.458 -1.240  C1 1.086
10 H 1.081 0.659 -1.662  C1 1.088
11 H 0.837 -0.850 0.716  C2 1.081
12 H 1.975 0.374 1.211  C2 1.113
13 H -0.901 0.754 0.399  C3 1.091
14 H -0.815 2.214 2.381  C4 1.097
15 H 0.655 1.372 2.986  C4 1.101
16 H -0.849 0.520 2.694  C4 1.075
17 H 1.368 2.631 -0.004  N5 0.998
18 H 0.108 4.485 -0.013  C6 1.105
19 O -0.457 -1.449 -2.654  H20 0.983, H21 0.959
20 H -0.656 -1.546 -1.695  O19 0.983
21 H 0.483 -1.424 -2.844  O19 0.959
22 O 2.521 -2.767 -1.788  H23 0.960, H24 0.961
23 H 2.610 -3.310 -2.574  O22 0.960
24 H 2.825 -3.249 -1.013  O22 0.961
25 O -2.873 -1.588 -0.895  H26 0.972, H27 0.964
26 H -3.034 -0.655 -0.674  O25 0.972
27 H -3.166 -1.636 -1.812  O25 0.964
28 O -2.954 2.085 -2.640  H29 0.968, H30 0.971
29 H -2.974 1.381 -3.304  O28 0.968
30 H -2.517 2.738 -3.212  O28 0.971
31 O 4.318 0.941 0.927  H32 0.966, H33 0.964
32 H 4.538 0.030 0.695  O31 0.966
33 H 5.144 1.259 1.309  O31 0.964
34 O 2.881 -2.953 2.283  H35 0.962, H36 0.964
35 H 2.507 -2.221 1.785  O34 0.962
36 H 2.943 -2.576 3.169  O34 0.964
37 O -0.845 -3.057 -0.006  H38 0.964, H39 0.989
38 H -1.133 -3.970 -0.117  O37 0.964
39 H -1.692 -2.553 0.066  O37 0.989
40 O -3.081 0.358 2.819  H41 0.974, H42 0.966
41 H -2.374 1.027 2.836  O40 0.974
42 H -2.700 -0.307 2.231  O40 0.966
43 O -0.942 -3.767 2.663  H44 0.958, H45 0.962
44 H -1.091 -2.845 2.452  O43 0.958
45 H 0.008 -3.901 2.735  O43 0.962
46 O -3.269 1.108 0.095  H47 0.962, H48 0.970
47 H -3.436 2.054 0.142  O46 0.962
48 H -3.563 0.658 0.902  O46 0.970
49 O 0.916 2.549 -4.066  H50 0.964, H51 0.966
50 H 0.917 1.998 -4.857  O49 0.964
51 H 0.906 1.868 -3.381  O49 0.966

## Properties
Energy relative to the best compared isomer or geometry (same formula, charge and spin) (eV): 3.606
HOMO level (eV): -9.9

=====

(2)
Entry from the Open Molecules 2025 dataset: a 12-piece molecular cluster, C5H33NO12S overall at a distorted geometry (ωB97M-V with the def2-TZVPD basis set).

Each atom is followed by the atoms it is bonded to, with distances in Å.
Geometry (Å):
1 C 0.905 3.208 0.354  N2 1.518, H9 1.154, H10 1.153, H11 1.112
2 N 1.835 2.011 0.272  C1 1.518, C3 1.326, H12 1.068
3 C 1.362 0.835 -0.116  N2 1.326, O4 1.248, C5 1.571
4 O 2.101 -0.112 -0.455  C3 1.248
5 C -0.155 0.591 0.209  C3 1.571, C6 1.515, H13 1.109, H14 1.059
6 C -0.489 -0.869 -0.016  C5 1.515, C7 1.521, H15 1.097, H16 1.183
7 C -0.271 -1.474 -1.395  C6 1.521, S8 1.867, H17 1.082, H18 1.098
8 S -0.792 -3.266 -1.418  C7 1.867, H19 1.341
9 H 0.841 3.789 -0.641  C1 1.154
10 H -0.071 2.850 0.852  C1 1.153
11 H 1.471 4.007 0.881  C1 1.112
12 H 2.866 2.285 0.327  N2 1.068
13 H -0.728 1.373 -0.328  C5 1.109
14 H -0.287 0.887 1.217  C5 1.059
15 H -0.012 -1.509 0.737  C6 1.097
16 H -1.648 -0.851 0.222  C6 1.183
17 H -0.952 -1.060 -2.127  C7 1.082
18 H 0.770 -1.320 -1.710  C7 1.098
19 H 0.027 -3.775 -0.487  S8 1.341
20 O -0.704 4.533 -1.653  H21 0.977, H22 0.944
21 H -1.390 5.089 -1.232  O20 0.977
22 H -1.013 3.674 -1.890  O20 0.944
23 O -3.848 -1.044 0.010  H24 0.999, H25 0.941
24 H -3.086 -1.458 0.505  O23 0.999
25 H -4.167 -0.380 0.595  O23 0.941
26 O -2.796 1.037 -3.363  H27 1.004, H28 0.951
27 H -1.970 0.716 -3.837  O26 1.004
28 H -3.049 0.264 -2.870  O26 0.951
29 O 2.230 -1.203 2.971  H30 0.978, H31 0.957
30 H 2.667 -1.054 2.110  O29 0.978
31 H 2.103 -2.151 3.012  O29 0.957
32 O 3.969 -0.580 -2.245  H33 0.951, H34 0.980
33 H 4.259 -0.426 -1.353  O32 0.951
34 H 3.067 -0.943 -2.117  O32 0.980
35 O -2.726 2.910 -1.522  H36 1.017, H37 1.008
36 H -2.522 2.869 -2.518  O35 1.017
37 H -3.466 2.234 -1.635  O35 1.008
38 O -1.485 -0.080 5.132  H39 0.918, H40 0.962
39 H -2.084 0.586 4.931  O38 0.918
40 H -0.545 -0.140 4.937  O38 0.962
41 O -0.140 -0.233 -3.968  H42 1.005, H43 0.951
42 H 0.606 -0.805 -3.612  O41 1.005
43 H 0.200 0.358 -4.631  O41 0.951
44 O 1.253 0.749 4.042  H45 0.949, H46 1.005
45 H 1.377 0.813 3.104  O44 0.949
46 H 1.770 -0.082 4.273  O44 1.005
47 O -1.875 -2.076 3.015  H48 0.988, H49 0.975
48 H -1.853 -1.525 3.835  O47 0.988
49 H -2.143 -2.948 3.359  O47 0.975
50 O 3.310 -1.893 0.764  H51 0.954, H52 1.019
51 H 4.066 -1.464 0.369  O50 0.954
52 H 2.474 -1.667 0.227  O50 1.019

## Properties
Energy relative to the best compared isomer or geometry (same formula, charge and spin) (eV): 3.921
HOMO level (eV): -9.3

=====

(3)
Entry from the Open Molecules 2025 dataset: a 12-piece molecular cluster, C5H33NO13 overall at a distorted geometry (ωB97M-V with the def2-TZVPD basis set).

Each atom is followed by the atoms it is bonded to, with distances in Å.
Geometry (Å):
1 C -1.528 -1.373 2.456  N2 1.436, H9 1.128, H10 1.153, H11 1.118
2 N -0.876 -0.981 1.239  C1 1.436, C3 1.480, C4 1.356
3 C -0.970 -2.088 0.261  N2 1.480, H12 1.105, H13 1.090, H14 1.070
4 C 0.174 -0.126 1.172  N2 1.356, O5 1.234, C6 1.500
5 O 0.564 0.533 2.140  C4 1.234
6 C 0.844 0.129 -0.146  C4 1.500, C7 1.528, H15 1.073, H16 1.100
7 C 2.210 -0.488 -0.440  C6 1.528, O8 1.425, H17 1.094, H18 1.138
8 O 2.296 -1.900 -0.273  C7 1.425, H19 0.993
9 H -2.591 -1.037 2.627  C1 1.128
10 H -1.399 -2.509 2.606  C1 1.153
11 H -0.912 -0.939 3.281  C1 1.118
12 H -0.965 -3.063 0.782  C3 1.105
13 H -0.278 -2.107 -0.581  C3 1.090
14 H -1.997 -2.066 -0.039  C3 1.070
15 H 0.259 -0.135 -1.006  C6 1.073
16 H 0.951 1.220 -0.224  C6 1.100
17 H 2.502 -0.446 -1.494  C7 1.094
18 H 3.073 -0.101 0.193  C7 1.138
19 H 1.975 -2.105 0.643  O8 0.993
20 O 3.441 2.970 0.349  H21 0.962, H22 0.981
21 H 2.947 2.754 1.147  O20 0.962
22 H 4.090 2.234 0.344  O20 0.981
23 O -0.766 2.881 2.262  H24 0.951, H25 0.985
24 H -1.085 2.438 1.483  O23 0.951
25 H -0.218 2.117 2.559  O23 0.985
26 O -2.948 2.562 -0.083  H27 0.929, H28 0.973
27 H -3.827 2.855 -0.014  O26 0.929
28 H -2.240 3.179 -0.337  O26 0.973
29 O -0.131 3.460 -0.687  H30 0.964, H31 0.950
30 H 0.091 3.744 0.208  O29 0.964
31 H -0.415 4.236 -1.155  O29 0.950
32 O -0.063 -4.001 -1.544  H33 0.968, H34 0.977
33 H -0.123 -4.728 -0.908  O32 0.968
34 H 0.890 -3.804 -1.633  O32 0.977
35 O 0.449 -0.318 -4.373  H36 0.955, H37 0.956
36 H 1.186 -0.882 -4.150  O35 0.955
37 H 0.732 0.522 -4.015  O35 0.956
38 O -3.620 -0.530 -0.803  H39 0.978, H40 1.001
39 H -3.680 0.019 0.003  O38 0.978
40 H -3.526 0.107 -1.569  O38 1.001
41 O 1.067 -2.899 2.247  H42 0.966, H43 0.971
42 H 1.722 -3.201 1.604  O41 0.966
43 H 1.599 -2.386 2.878  O41 0.971
44 O -2.171 -0.159 -3.685  H45 0.956, H46 1.002
45 H -2.454 -1.017 -3.374  O44 0.956
46 H -1.307 -0.502 -4.059  O44 1.002
47 O 1.935 -0.655 4.202  H48 0.968, H49 0.978
48 H 2.697 -0.065 4.125  O47 0.968
49 H 1.198 -0.131 3.831  O47 0.978
50 O 0.369 2.022 -3.114  H51 0.937, H52 0.949
51 H 0.715 2.202 -2.263  O50 0.937
52 H -0.578 2.005 -3.063  O50 0.949

## Properties
Energy relative to the best compared isomer or geometry (same formula, charge and spin) (eV): 3.319
HOMO level (eV): -9.6

=====

(4)
Entry from the Open Molecules 2025 dataset: a 11-piece molecular cluster, C5H34N2O11 overall at a distorted geometry (ωB97M-V with the def2-TZVPD basis set).

Each atom is followed by the atoms it is bonded to, with distances in Å.
Geometry (Å):
1 C 1.750 -0.660 -0.531  N2 1.475, H9 1.143, H10 1.106, H11 1.083
2 N 1.023 -0.516 0.745  C1 1.475, C3 1.483, C6 1.461
3 C -0.153 0.375 0.594  N2 1.483, C4 1.540, H12 1.134, H13 1.046
4 C -1.263 -0.519 0.010  C3 1.540, N5 1.479, H14 1.103, H15 1.113
5 N -2.357 0.337 -0.498  C4 1.479, H16 1.003, H17 0.992
6 C 1.900 -0.003 1.794  N2 1.461, C7 1.562, H18 1.104, H19 1.086
7 C 3.074 -1.010 2.012  C6 1.562, O8 1.445, H20 1.090, H21 1.072
8 O 4.351 -0.335 2.046  C7 1.445, H22 0.955
9 H 1.104 -0.375 -1.430  C1 1.143
10 H 1.920 -1.730 -0.754  C1 1.106
11 H 2.722 -0.200 -0.666  C1 1.083
12 H -0.364 0.886 1.584  C3 1.134
13 H 0.036 1.191 -0.032  C3 1.046
14 H -1.648 -1.257 0.734  C4 1.103
15 H -0.865 -1.230 -0.749  C4 1.113
16 H -3.043 0.584 0.192  N5 1.003
17 H -2.781 -0.086 -1.289  N5 0.992
18 H 1.481 0.166 2.801  C6 1.104
19 H 2.350 0.974 1.639  C6 1.086
20 H 3.031 -1.568 2.946  C7 1.090
21 H 3.091 -1.733 1.220  C7 1.072
22 H 4.716 -0.665 1.227  O8 0.955
23 O -3.160 2.995 -1.701  H24 1.007, H25 0.963
24 H -3.026 2.001 -1.786  O23 1.007
25 H -3.175 3.130 -0.747  O23 0.963
26 O -1.646 1.278 -4.397  H27 0.955, H28 0.953
27 H -1.947 1.654 -3.572  O26 0.955
28 H -0.728 1.029 -4.338  O26 0.953
29 O 1.836 -4.000 0.461  H30 0.944, H31 0.944
30 H 1.928 -4.502 -0.334  O29 0.944
31 H 1.459 -3.135 0.430  O29 0.944
32 O -3.336 1.679 2.128  H33 0.960, H34 0.950
33 H -2.627 1.060 2.316  O32 0.960
34 H -2.951 2.543 2.046  O32 0.950
35 O -0.994 -3.608 0.220  H36 1.038, H37 0.986
36 H -0.754 -2.809 0.838  O35 1.038
37 H -1.396 -3.957 1.050  O35 0.986
38 O -0.053 -2.751 2.662  H39 1.020, H40 0.963
39 H -0.129 -1.832 2.227  O38 1.020
40 H 0.621 -3.227 2.164  O38 0.963
41 O -4.305 -1.611 -0.855  H42 0.951, H43 0.949
42 H -4.337 -2.403 -0.331  O41 0.951
43 H -4.099 -1.902 -1.735  O41 0.949
44 O 2.973 2.792 -0.459  H45 0.988, H46 0.952
45 H 2.075 3.178 -0.315  O44 0.988
46 H 3.591 3.506 -0.347  O44 0.952
47 O 1.138 1.710 -2.638  H48 0.933, H49 0.974
48 H 1.630 2.193 -2.009  O47 0.933
49 H 1.286 2.084 -3.525  O47 0.974
50 O 0.395 3.550 -0.152  H51 0.964, H52 0.964
51 H -0.388 4.030 -0.447  O50 0.964
52 H 0.044 2.702 -0.449  O50 0.964

## Properties
Energy relative to the best compared isomer or geometry (same formula, charge and spin) (eV): 4.835
HOMO level (eV): -9.5

=====

(5)
Entry from the Open Molecules 2025 dataset: a 12-piece molecular cluster, C5H34N2O12 overall at a distorted geometry (ωB97M-V with the def2-TZVPD basis set).

Each atom is followed by the atoms it is bonded to, with distances in Å.
Geometry (Å):
1 C 0.813 2.165 -2.855  C2 1.491, H9 1.125, H10 1.088, H11 1.111
2 C -0.157 1.036 -2.949  C1 1.491, C3 1.559, H12 1.075, H13 1.133
3 C -0.076 -0.059 -1.842  C2 1.559, N4 1.398, C6 1.537, H14 1.129
4 N -0.782 -1.254 -2.002  C3 1.398, C5 1.539, H15 1.049
5 C -2.321 -1.294 -1.962  N4 1.539, H16 1.102, H17 1.183, H18 1.151
6 C 1.380 -0.549 -1.839  C3 1.537, N7 1.367, O8 1.269
7 N 2.261 0.155 -1.065  C6 1.367, H19 1.039, H20 1.108
8 O 1.910 -1.512 -2.474  C6 1.269
9 H 0.271 2.953 -2.262  C1 1.125
10 H 1.780 2.129 -2.359  C1 1.088
11 H 1.053 2.580 -3.857  C1 1.111
12 H -1.151 1.435 -3.044  C2 1.075
13 H 0.005 0.548 -3.958  C2 1.133
14 H -0.230 0.301 -0.783  C3 1.129
15 H -0.589 -1.688 -2.937  N4 1.049
16 H -2.632 -2.097 -1.274  C5 1.102
17 H -2.861 -1.452 -3.003  C5 1.183
18 H -2.607 -0.264 -1.538  C5 1.151
19 H 1.952 1.013 -0.566  N7 1.039
20 H 3.342 -0.089 -1.067  N7 1.108
21 O -3.274 -0.696 1.798  H22 0.887, H23 0.913
22 H -3.754 -0.318 1.155  O21 0.887
23 H -2.920 -0.214 2.488  O21 0.913
24 O 3.308 -2.633 -0.536  H25 0.943, H26 0.834
25 H 3.707 -2.957 -1.327  O24 0.943
26 H 3.334 -1.800 -0.576  O24 0.834
27 O -2.417 2.845 -0.071  H28 1.025, H29 1.025
28 H -1.603 2.233 0.038  O27 1.025
29 H -2.524 3.036 0.930  O27 1.025
30 O -0.441 -1.584 1.212  H31 0.962, H32 0.981
31 H -0.956 -2.387 1.335  O30 0.962
32 H 0.224 -1.912 0.570  O30 0.981
33 O -4.311 0.784 -0.146  H34 1.024, H35 0.977
34 H -3.460 1.352 -0.192  O33 1.024
35 H -4.843 1.503 -0.539  O33 0.977
36 O 0.103 1.464 0.861  H37 1.035, H38 0.985
37 H -0.264 0.934 1.670  O36 1.035
38 H 0.996 1.051 0.807  O36 0.985
39 O 0.034 1.839 3.703  H40 0.928, H41 0.882
40 H 0.570 1.084 3.639  O39 0.928
41 H -0.354 1.827 4.495  O39 0.882
42 O 3.290 -0.264 1.252  H43 0.932, H44 0.817
43 H 2.879 -0.347 2.084  O42 0.932
44 H 3.712 -0.911 0.986  O42 0.817
45 O 0.227 -4.372 0.666  H46 1.006, H47 0.903
46 H -0.007 -3.684 -0.030  O45 1.006
47 H 1.094 -4.274 0.901  O45 0.903
48 O 0.462 -0.765 3.374  H49 1.008, H50 0.960
49 H 0.233 -1.082 2.445  O48 1.008
50 H -0.160 -1.310 3.860  O48 0.960
51 O 2.257 2.562 2.239  H52 0.914, H53 0.937
52 H 1.913 1.757 2.502  O51 0.914
53 H 1.585 3.185 2.042  O51 0.937

## Properties
Energy relative to the best compared isomer or geometry (same formula, charge and spin) (eV): 7.086
HOMO level (eV): -9.0